A structure of composition C38H80ClN2NbO15PS6, computed with ωB97M-V/def2-TZVPD.

Summary:
largest force on an atom = 4.49 eV Å⁻¹
DFT total energy = -5981.18542 a.u.
total charge = -1

Geometry as XYZ:
```
144
Properties=species:S:1:pos:R:3:forces:R:3:lowdin_charge:R:1
C -5.464457 -3.126072 -1.675504 -0.52 -0.60 -0.50 -0.11
C -6.758073 -3.063347 -2.633591 0.33 0.31 -0.48 -0.25
C -6.264439 -3.097253 -4.189560 -2.14 0.16 1.06 -0.19
C -5.488878 -1.755025 -4.484699 -1.50 1.34 0.07 -0.20
N -4.073181 -1.748980 -4.868441 0.85 -1.80 -0.96 -0.24
C -3.711384 -0.742226 -5.906290 0.41 1.38 0.18 -0.20
C -3.749520 0.706727 -5.153385 1.33 -1.05 -0.97 -0.16
C -2.606338 0.636046 -4.023259 -0.20 -0.07 0.02 -0.32
C -3.131239 0.534326 -2.512902 0.39 -2.00 -0.60 -0.36
Nb -1.378525 1.112197 -1.120602 -2.09 0.84 0.97 1.45
C -1.352998 -1.108612 -0.549288 0.96 -2.26 0.68 -0.35
C -0.697258 -1.440233 0.849127 0.78 -0.84 2.42 -0.26
C 0.826655 -1.799865 1.042410 -1.80 -0.20 3.32 -0.05
C 1.370439 -2.146201 2.475127 -3.97 0.89 -0.34 -0.04
C 0.395215 -2.146060 3.710923 -1.28 0.60 -2.06 -0.25
C 0.874684 -2.539654 5.199307 -0.18 -0.01 -1.27 -0.12
C -1.103317 -1.794548 3.533435 2.11 0.21 -3.71 -0.06
C -1.619663 -1.451698 2.108321 2.99 -0.63 0.48 -0.06
C -1.413892 3.225687 -2.028873 1.30 0.57 -1.42 -0.79
Cl -3.122727 3.782719 -2.563199 0.87 0.01 0.42 0.42
C -0.602223 4.340980 -1.219219 0.54 1.02 -1.43 -0.37
C 0.917689 4.431008 -1.819722 0.09 -0.55 1.04 -0.17
N -2.668830 1.541996 0.483823 0.75 1.43 0.21 -0.25
C -3.986415 0.852015 0.485052 -1.55 0.45 1.56 -0.18
C -2.691546 2.872182 1.042870 -2.81 3.31 0.08 -0.47
C -1.790531 3.384584 2.294487 -0.25 -1.24 0.35 -0.05
O -3.537262 3.753457 0.660338 2.62 -3.47 1.14 -0.05
P 0.780976 1.595175 0.247718 0.06 -1.10 -0.01 0.76
O 2.133569 0.746701 -0.394105 -0.12 -0.03 2.03 -0.43
O 0.555837 1.290864 1.914936 0.22 0.11 -0.92 -0.43
C -3.379529 -3.010677 -5.001299 0.49 -0.32 -1.07 -0.93
S -3.578342 -4.169628 -6.204293 0.05 2.21 1.14 0.69
S -2.064468 -3.398479 -3.707041 -0.07 0.69 -0.44 0.78
C -0.410192 -2.874135 -4.426371 0.62 0.09 -1.15 -0.46
C 0.794959 -3.143441 -3.376504 -0.11 0.32 -0.28 -0.29
C 1.818545 -1.894860 -3.359340 -0.31 -0.85 0.52 -0.12
H -4.585281 -3.477785 -2.339179 -1.20 0.60 1.38 0.05
H -5.652766 -3.922553 -0.863027 0.55 1.45 -1.11 0.08
H -5.238009 -2.093338 -1.236425 -0.17 -1.63 -0.53 0.06
H -7.337407 -2.079794 -2.442901 0.91 -1.51 -0.42 0.11
H -7.507558 -3.906063 -2.444264 1.22 0.98 -0.22 0.10
H -5.778090 -4.094229 -4.406438 -0.23 1.37 0.28 0.07
H -7.253346 -3.081016 -4.795349 1.72 -0.08 0.68 0.11
H -5.601431 -1.075199 -3.549845 0.26 -1.12 -1.38 0.12
H -6.075739 -1.182066 -5.308863 0.94 -0.97 1.14 0.13
H -2.636494 -0.931812 -6.288654 -1.69 0.26 0.79 0.13
H -4.387813 -0.746021 -6.831569 0.56 -0.30 1.23 0.11
H -3.413951 1.481069 -5.941352 -0.92 -0.99 1.21 0.11
H -4.796699 0.909777 -4.754121 1.47 -0.10 -0.52 0.10
H -1.891681 1.512322 -4.189288 -1.08 -1.09 0.37 0.06
H -1.975400 -0.318314 -4.203385 -1.00 1.56 0.29 0.07
H -3.402288 -0.582243 -2.337708 0.30 1.65 -0.39 0.02
H -4.080897 1.120455 -2.279949 1.39 -0.29 -0.38 0.03
H -0.239995 0.660509 -2.479064 0.37 0.25 0.11 -0.07
H -0.742228 -1.688454 -1.347389 -0.99 0.96 1.16 0.02
H -2.398977 -1.584583 -0.562617 1.39 0.66 0.02 0.03
H 1.559819 -1.811066 0.155898 -1.46 0.06 1.49 0.08
H 2.470489 -2.407802 2.674165 -1.87 0.42 -0.51 0.08
H 1.158703 -1.601424 5.795315 -0.33 -1.42 -0.81 0.06
H -0.004136 -3.077014 5.721056 1.55 0.83 -0.74 0.07
H 1.781932 -3.248574 5.100830 -1.46 1.15 0.42 0.07
H -1.878403 -1.771890 4.382191 1.60 -0.17 -1.28 0.09
H -2.733215 -1.211959 1.938907 1.98 -0.42 0.37 0.08
H -0.866501 3.151192 -3.050390 -1.01 0.25 1.61 0.02
H -1.066587 5.369615 -1.440375 0.43 -1.51 0.59 0.09
H -0.507362 4.194288 -0.099440 -0.46 0.08 -1.43 0.04
H 1.103343 5.403643 -2.392643 -0.35 -1.46 0.66 0.06
H 1.622642 4.394031 -0.909638 -0.83 0.17 -1.49 0.05
H 1.183664 3.503410 -2.456718 -0.48 1.56 0.90 0.07
H -4.816560 1.543318 0.067850 1.43 -1.22 0.30 0.10
H -3.997651 -0.184359 0.017679 0.32 1.62 0.30 0.05
H -4.275851 0.701959 1.600738 0.34 0.06 -1.62 0.09
H -1.805101 2.581917 3.130937 0.13 1.09 -1.42 0.08
H -2.275158 4.313062 2.777861 0.82 -1.43 -1.30 0.09
H -0.698478 3.546844 2.018755 -1.47 -0.11 0.36 0.05
H 2.765997 0.476581 0.318597 -0.74 0.43 -0.80 0.04
H -0.361125 1.007686 2.132980 0.77 -0.29 -0.49 0.00
H -0.228502 -3.494358 -5.381030 -0.33 0.90 1.45 0.08
H -0.452738 -1.774534 -4.759178 0.02 -1.57 0.81 0.07
H 1.356479 -4.059297 -3.766870 -0.80 1.11 0.77 0.10
H 0.394620 -3.365483 -2.315380 0.58 0.38 -1.73 0.09
H 2.357439 -1.865991 -4.364011 -0.73 0.25 1.35 0.07
H 1.263428 -0.930875 -3.102370 0.78 -1.23 -0.52 0.04
H 2.597907 -2.078442 -2.534951 -1.04 0.30 -1.27 0.07
O 5.382872 -2.467225 -4.294205 0.33 0.20 0.60 -0.28
S 6.409202 -2.523537 -3.287102 0.36 0.03 -0.04 0.60
O 6.124607 -2.287279 -1.896689 -0.12 -0.04 -0.74 -0.28
O 7.639205 -1.574006 -3.735746 -0.27 -0.92 0.09 -0.27
C 7.365029 -0.207712 -4.046679 -0.22 1.03 0.00 -0.27
C 7.161685 0.621897 -2.792695 -0.22 -0.09 0.26 -0.07
C 7.259969 -4.070229 -3.428315 0.18 0.04 -0.06 -0.13
H 6.504149 -0.129373 -4.716904 0.01 -0.19 0.08 0.12
H 8.233060 0.173177 -4.590715 0.02 -0.38 0.02 0.12
H 6.248766 0.327473 -2.270361 0.06 0.06 -0.07 0.07
H 7.080925 1.682402 -3.040753 0.04 -0.08 -0.06 0.08
H 7.992199 0.480676 -2.096496 0.00 0.04 -0.12 0.08
H 7.522508 -4.234805 -4.472334 -0.04 0.06 0.08 0.07
H 6.587267 -4.854755 -3.081406 -0.06 0.18 0.00 0.08
H 8.151188 -4.040399 -2.801969 -0.10 0.04 -0.04 0.07
O -0.361219 4.197013 4.978117 0.23 0.30 0.73 -0.28
S 0.681197 4.092358 5.963688 0.62 -0.25 -0.35 0.60
O 0.427084 4.306788 7.365850 -0.19 0.08 -0.57 -0.29
O 1.926898 5.019605 5.512721 -0.35 -0.82 0.17 -0.26
C 1.684527 6.397985 5.235014 -0.14 0.95 -0.03 -0.26
C 1.524630 7.205818 6.509072 -0.23 -0.07 0.32 -0.07
C 1.488447 2.528069 5.772543 0.17 0.08 -0.07 -0.11
H 0.814901 6.513522 4.581532 0.01 -0.20 0.07 0.12
H 2.552916 6.767203 4.684102 0.01 -0.38 0.04 0.12
H 0.612784 6.924350 7.040904 0.05 0.03 -0.07 0.07
H 1.468185 8.273506 6.285456 0.06 -0.07 -0.07 0.08
H 2.362646 7.027710 7.187686 0.03 0.06 -0.16 0.07
H 1.727184 2.380006 4.719744 -0.08 0.03 0.04 0.07
H 0.802009 1.753323 6.114817 -0.06 0.16 -0.03 0.08
H 2.391648 2.521054 6.382385 -0.09 0.06 -0.03 0.07
O -3.030405 -7.799796 -2.211061 -0.76 -0.03 -0.02 -0.28
S -4.140320 -7.558660 -3.095831 0.22 0.15 -0.70 0.60
O -5.307375 -6.830573 -2.669059 0.53 -0.39 0.17 -0.29
O -4.613917 -8.968312 -3.739293 0.31 0.53 -0.08 -0.27
C -4.939183 -10.041881 -2.859386 -0.37 -0.54 0.56 -0.28
C -6.306233 -9.853555 -2.228151 -0.12 0.26 0.19 -0.08
C -3.534573 -6.823091 -4.587463 -0.15 -0.43 0.20 -0.19
H -4.164488 -10.164580 -2.096769 0.02 0.17 -0.09 0.11
H -4.946140 -10.953937 -3.461793 0.15 0.26 -0.18 0.12
H -6.309878 -9.000537 -1.546018 0.01 -0.08 -0.06 0.07
H -6.594469 -10.741009 -1.659999 0.06 -0.01 -0.08 0.08
H -7.062021 -9.658774 -2.993055 0.08 -0.09 0.02 0.08
H -2.680647 -7.397843 -4.943443 -0.06 0.04 0.07 0.08
H -3.230517 -5.802929 -4.357819 0.04 -0.21 0.22 -0.04
H -4.335083 -6.815547 -5.326530 0.03 -0.03 0.14 0.06
O 6.842059 4.896283 7.986682 -0.23 0.62 -0.30 -0.28
S 6.018282 6.070295 8.109617 -0.20 0.26 0.39 0.60
O 5.301145 6.619369 6.988076 0.55 -0.45 0.35 -0.28
O 6.882471 7.249563 8.802554 -0.64 -0.61 0.11 -0.27
C 8.129303 7.615729 8.213038 0.74 0.36 -0.55 -0.27
C 7.933251 8.467772 6.972912 -0.20 -0.08 -0.27 -0.08
C 4.873321 5.823442 9.437537 0.06 0.12 0.10 -0.12
H 8.727955 6.727209 7.992358 -0.19 -0.05 0.05 0.12
H 8.675444 8.194711 8.961973 -0.29 -0.17 0.16 0.12
H 7.470352 7.891165 6.169048 0.06 0.04 0.07 0.07
H 8.891397 8.845010 6.608711 -0.02 -0.03 0.11 0.08
H 7.274319 9.313394 7.184717 0.12 -0.04 0.04 0.08
H 5.415226 5.453872 10.306864 0.00 0.04 -0.10 0.07
H 4.137209 5.087733 9.112221 0.11 0.06 -0.12 0.08
H 4.380662 6.770052 9.658332 0.06 -0.07 -0.06 0.08
```
Positions in Å, forces in eV/Å.